Computed, not measured: 9 unconnected molecules or ions with the total composition C33H56O27 in a non-equilibrium geometry, with ωB97M-V with the def2-TZVPD basis set.

## Properties
LUMO energy	0.0149	hartree
structure (SMILES)	COCCOCCOC.COCCOCCOC.O=C1OCCO1.O=C1OCCO1.O=C1OCCO1.O=C1OCCO1.O=C1OCCO1.O=C1OCCO1.O=C1OCCO1
frontier orbital gap	9.616	eV
E_HOMO	-9.2	eV
ΔE to the lowest compared entry with this formula, charge and spin	660.41	kJ/mol

Last column: Löwdin charge in e.
Element x y z (Å)
C  0.5310  -3.2946  -6.0476  -0.12
O  -0.6783  -2.5836  -5.8306  -0.17
C  -0.8796  -2.4402  -4.4513  -0.24
C  -2.3107  -2.0538  -4.1695  -0.20
O  -3.1130  -3.1867  -4.2796  -0.13
C  -3.3105  -3.9465  -3.1176  -0.18
C  -3.5984  -5.3449  -3.6052  -0.21
O  -4.9131  -5.6227  -4.0439  -0.18
C  -5.1263  -5.4227  -5.4366  -0.10
H  0.8568  -3.1846  -7.1165  0.10
H  0.4935  -4.3737  -5.7590  0.10
H  1.3533  -2.8451  -5.4889  0.07
H  -0.1510  -1.7271  -4.0108  0.12
H  -0.6831  -3.4260  -3.9307  0.14
H  -2.6391  -1.3839  -5.0049  0.15
H  -2.4333  -1.5022  -3.2458  0.11
H  -4.1887  -3.7027  -2.5399  0.13
H  -2.4392  -3.8522  -2.5103  0.10
H  -3.4129  -6.1089  -2.8143  0.13
H  -2.9573  -5.5894  -4.4628  0.12
H  -4.2337  -5.4652  -6.0464  0.08
H  -5.6583  -4.5314  -5.5642  0.06
H  -5.7957  -6.2820  -5.7425  0.10
C  -0.2688  5.0765  -0.7992  -0.08
O  -1.4740  5.3711  -1.4829  -0.18
C  -2.6278  5.4344  -0.7395  -0.24
C  -3.2970  4.1197  -0.4580  -0.20
O  -3.9025  3.5111  -1.5772  -0.12
C  -3.0019  2.7119  -2.3398  -0.18
C  -3.7042  1.6769  -3.2389  -0.21
O  -4.1570  2.0873  -4.4987  -0.16
C  -5.3830  2.7613  -4.4268  -0.12
H  -0.3974  4.1864  -0.1752  0.07
H  0.0907  5.8699  -0.2066  0.07
H  0.5354  4.8727  -1.5376  0.10
H  -3.3452  6.1245  -1.2073  0.13
H  -2.4028  6.0043  0.2083  0.14
H  -4.1065  4.2520  0.2506  0.13
H  -2.5786  3.4852  0.0231  0.10
H  -2.1869  2.1854  -1.7088  0.12
H  -2.3073  3.3745  -2.8941  0.13
H  -4.6059  1.3143  -2.6548  0.14
H  -2.9494  0.8955  -3.3271  0.10
H  -5.3234  3.7685  -4.0478  0.08
H  -6.1574  2.2579  -3.8634  0.08
H  -5.7535  2.7377  -5.4735  0.10
C  2.1006  4.1246  3.5319  -0.08
C  0.7668  4.8509  3.9833  -0.08
O  -0.2095  3.9673  3.4852  0.06
C  0.2735  3.2110  2.5012  -0.55
O  -0.3931  2.6078  1.6742  0.10
O  1.6032  3.4238  2.3842  0.05
H  2.3846  3.4565  4.2841  0.08
H  3.0304  4.6051  3.1943  0.13
H  0.8029  5.8120  3.5041  0.12
H  0.7895  4.9955  5.0456  0.13
C  -2.0122  0.8369  5.8721  -0.12
C  -1.4369  0.9020  4.4504  -0.08
O  -0.1955  1.5914  4.6905  0.05
C  0.1321  1.6260  5.9335  -0.56
O  1.2010  2.0382  6.3744  0.12
O  -0.8740  1.0505  6.6721  0.05
H  -2.3818  -0.1893  6.1963  0.16
H  -2.7558  1.6203  5.9611  0.12
H  -2.0272  1.4158  3.6763  0.13
H  -1.1793  -0.1452  4.0735  0.12
C  3.5681  -2.7025  -1.0136  -0.12
C  3.5765  -4.1871  -0.8426  -0.12
O  3.7155  -4.4380  0.5598  0.08
C  3.3959  -3.2728  1.1446  -0.56
O  3.2641  -3.0995  2.3291  0.15
O  3.2578  -2.2596  0.2763  0.05
H  2.8837  -2.3052  -1.7340  0.13
H  4.5545  -2.3192  -1.3097  0.14
H  4.3718  -4.7938  -1.3312  0.14
H  2.6470  -4.7547  -1.1582  0.15
C  -0.2486  -4.9003  3.2934  0.00
C  -1.6158  -4.0862  3.1210  -0.11
O  -1.2346  -2.7642  3.3784  0.04
C  -0.0395  -2.6214  3.9351  -0.58
O  0.3716  -1.5908  4.3839  0.14
O  0.5580  -3.8370  4.0665  0.02
H  0.3667  -5.0158  2.3398  0.14
H  -0.1978  -5.8047  3.9249  0.12
H  -2.3720  -4.4739  3.8159  0.13
H  -1.9644  -4.2717  2.0856  0.13
C  3.4596  -0.2277  3.4970  -0.09
C  4.9523  -0.3852  3.4853  -0.13
O  5.3629  0.8632  3.0398  0.07
C  4.5382  1.7575  3.5829  -0.59
O  4.8532  2.9089  3.6850  0.14
O  3.4564  1.1106  3.9683  0.07
H  2.8591  -0.8143  4.1743  0.13
H  3.0626  -0.2001  2.4913  0.12
H  5.3668  -1.2383  2.9230  0.14
H  5.2369  -0.4066  4.5641  0.15
C  -0.0245  -0.1544  -0.7371  -0.07
C  0.5835  -0.5004  0.6352  -0.02
O  0.3304  -1.9714  0.7558  0.06
C  -0.2382  -2.4033  -0.3283  -0.65
O  -0.3285  -3.5597  -0.5244  0.15
O  -0.4156  -1.4523  -1.2761  0.04
H  0.7216  0.2712  -1.4299  0.13
H  -0.8866  0.5465  -0.7594  0.12
H  -0.0045  0.0415  1.3994  0.12
H  1.6551  -0.3781  0.7511  0.10
C  6.1292  3.3086  -0.0675  -0.09
C  4.8515  4.0809  0.1994  -0.09
O  3.8512  3.1202  -0.1009  0.09
C  4.3157  1.9770  -0.5290  -0.59
O  3.7242  0.9940  -0.8727  0.14
O  5.6714  2.0293  -0.5498  0.05
H  6.8378  3.2060  0.7743  0.14
H  6.6821  3.6789  -0.9294  0.13
H  4.7954  4.9614  -0.3798  0.12
H  4.7151  4.3246  1.1993  0.10

Cartesian forces, eV/Å:
0.55 0.03 -1.04
0.64 -0.61 -0.22
0.56 -0.55 1.38
0.06 0.81 -1.64
-1.19 0.20 -0.31
-0.48 -0.70 -1.01
0.64 -1.87 0.20
0.22 0.47 -0.03
-1.02 -2.49 0.53
-0.72 -0.28 0.83
-0.31 0.68 -0.24
0.06 0.12 0.34
-0.28 -0.08 -0.27
-0.14 0.78 -0.37
0.26 -0.30 0.68
0.02 -0.08 0.47
-0.45 0.89 0.27
0.75 -0.44 0.79
0.05 0.66 -0.26
0.42 0.16 0.37
0.38 0.14 0.06
-0.62 1.53 -0.55
0.63 0.93 0.07
-0.19 -1.62 -0.95
1.18 0.05 -1.48
-0.71 1.77 1.63
-0.44 0.28 0.18
0.54 -0.83 -0.29
1.67 0.31 -0.11
-0.50 0.25 1.75
0.46 -0.10 0.53
-0.70 -0.11 -1.85
0.18 0.04 0.02
0.13 1.33 0.94
-0.73 0.02 0.21
0.23 -0.34 -0.50
-0.24 -0.83 -0.21
-0.14 0.32 0.25
0.48 -0.84 0.18
-1.68 0.32 -0.17
-0.65 -0.13 -0.40
1.03 -0.04 -0.39
-0.32 -0.27 -0.53
0.28 0.49 0.08
0.02 -0.56 0.55
0.15 0.49 0.57
-1.16 0.71 -0.55
3.36 -0.13 -0.72
-1.17 0.31 0.40
0.29 0.58 -2.15
0.88 0.38 1.79
-0.39 -1.16 -0.24
0.37 -1.35 1.03
-0.81 0.64 0.30
-0.93 0.53 -0.43
-0.64 -0.36 0.52
-0.31 -1.54 -0.51
0.31 -2.05 -0.51
-0.30 0.14 -2.68
1.84 -0.19 2.68
-2.52 -0.68 -0.73
1.06 1.03 0.80
0.04 1.43 -0.76
-0.20 0.08 0.66
0.30 0.13 0.59
-0.26 1.58 0.45
1.39 0.19 -0.76
-0.62 -3.71 -1.45
-0.20 1.26 -0.10
-0.11 0.45 2.30
0.16 -0.39 -0.77
-0.25 0.24 0.42
-0.72 -0.02 -0.28
-0.09 -0.05 0.24
-0.18 1.02 0.14
0.59 1.17 0.26
1.56 2.46 0.14
1.45 -2.74 -0.54
-1.46 0.88 -0.76
0.72 -1.78 1.14
0.23 -0.23 -0.45
-0.92 -0.41 -0.87
-1.21 -0.04 1.12
-0.44 0.55 -0.44
0.17 0.53 0.03
0.10 0.72 0.53
0.36 0.09 -0.46
-0.08 -2.21 1.52
1.67 0.45 -1.39
0.86 -0.12 -0.28
-0.85 0.21 0.08
-1.75 2.16 1.08
0.07 -0.34 0.00
-0.30 -0.34 -0.27
-0.16 0.70 0.13
0.20 -0.66 -0.61
0.54 0.02 -0.95
-1.41 -0.47 0.50
0.35 2.93 1.49
1.52 0.70 -1.32
-1.33 -2.43 -0.79
-0.39 0.55 0.67
-0.18 -0.25 0.33
0.41 -0.70 0.50
0.66 -0.50 -0.04
-0.08 0.21 -0.23
1.05 -0.53 -0.83
0.71 -1.50 -0.30
-2.11 0.98 -0.11
1.81 -1.11 -0.42
-0.53 0.48 0.24
0.06 -0.14 0.59
-0.67 -0.17 -0.23
0.12 0.52 0.22
-0.50 0.78 -0.97
-0.05 0.49 1.93